Record 1
Density functional theory data (the ωB97M-V functional and the def2-TZVPD basis) for a structure of composition C22H33IInN5OP at a distorted geometry.

## Properties
* charge: -1
* frontier orbital gap: 5.783 eV
* energy above the lowest of the compared OMol25 structures with the same formula, charge and spin: 0.000 eV
* E: -55409.4077 eV
* F_max: 0.03787 hartree/bohr
* HOMO energy: -3.8 eV
* LUMO: 1.964 eV

CARTESIAN COORDINATES (ANGSTROEM)
H -3.52019 2.29379 1.72920
C 3.04111 1.67993 -1.25858
C 5.32297 -0.24863 2.28722
C 0.60671 -1.07042 -0.17400
H 0.51441 -1.76987 -1.01647
N 10.02630 -2.67266 -2.70354
H 4.46751 -0.89625 2.09740
H -3.25115 0.26824 -1.65113
N 3.40155 -2.80026 -0.45244
N 6.42097 0.47756 0.04294
P -1.98684 0.10389 4.05317
C 0.81918 2.33290 -1.84464
C 9.34346 -1.55895 -0.45349
H 3.29795 -0.19372 -0.34500
H 3.76575 -1.93270 -3.44474
C -0.80297 -0.91668 0.44237
H -0.79486 0.39775 6.13381
C 5.93806 0.15738 1.03382
C -3.71626 0.77350 -0.80787
H -1.55863 1.93993 5.61896
H 6.03349 -0.79349 2.90710
C -2.68963 2.27432 1.00737
H -8.14261 0.84716 -3.35761
H -10.53132 -1.64983 0.32442
H 2.53286 3.57067 -2.17288
C 1.19493 0.19086 -0.75249
C -3.16733 1.94741 -0.35594
H 8.79276 -2.26038 0.17093
In -1.15201 0.84226 1.74299
C -9.46921 0.15579 0.15992
H -0.96476 -1.78673 1.08518
H -8.93677 -1.65293 1.08444
N -5.27194 -0.12220 -4.28967
H -3.09512 2.77034 -1.07354
H 5.37930 -1.91769 -2.72964
C -7.30550 0.46456 -2.77679
H 10.22433 -1.23266 0.09727
C 2.55534 0.48386 -0.74719
I 1.14610 2.39696 2.20068
H 4.96705 0.61462 2.84738
H 0.09595 3.02697 -2.25322
C 2.17885 2.62042 -1.79620
H -1.54498 -0.96133 -0.35310
C -9.82287 -1.05008 0.89304
H 4.10196 1.89611 -1.23572
H -0.03945 1.40350 4.91532
H -1.06361 -1.86044 3.55689
C 0.34544 1.13868 -1.32945
H -2.25093 3.27396 0.99038
O -1.48680 -1.49200 4.33715
C 9.72554 -2.18058 -1.71177
H -4.63026 0.32199 -0.43262
H 4.67554 -3.44071 -3.28477
C 3.86989 -2.68992 -1.49330
H 8.70693 -0.68997 -0.61961
C -1.00590 1.06091 5.29321
H -10.27638 -0.79630 1.84931
H -7.03051 1.22054 -2.04468
H -0.71481 0.92033 -1.36027
C 4.45444 -2.48684 -2.80882
C -6.17521 0.13593 -3.63135
N -9.18832 1.10388 -0.42084
H 1.28466 -1.56686 0.51729
H -7.64414 -0.41584 -2.23580

Cartesian forces, eV/Å:
0.2 -0.3 0.3
0.0 0.2 -0.2
-0.2 -0.1 0.3
-0.4 -0.2 -0.3
0.1 -0.1 0.0
0.0 0.0 0.0
0.0 0.0 -0.1
-1.0 0.8 -1.1
0.1 -0.2 0.1
0.1 -0.1 0.0
-1.0 0.3 0.1
0.0 -0.1 0.1
-0.1 0.2 0.3
-0.3 -0.2 0.2
-0.1 0.0 0.1
0.7 0.1 0.2
-0.3 0.1 0.2
-0.1 0.0 0.0
-0.2 0.5 -0.3
-0.2 -0.1 0.1
0.1 0.0 -0.1
-1.3 0.9 0.0
0.0 0.0 -0.1
0.0 0.1 -0.1
0.1 0.0 0.0
0.1 0.3 0.0
-0.2 -0.5 0.3
0.0 -0.1 -0.1
-0.2 -0.2 -0.1
0.0 0.0 0.0
-0.2 -0.1 -0.1
0.0 0.1 0.0
0.0 0.0 -0.1
1.8 -0.6 -0.5
0.0 0.0 0.1
-0.1 0.1 0.1
0.1 0.0 -0.1
0.3 0.1 -0.1
0.1 0.0 0.1
0.0 0.1 -0.1
0.1 0.1 -0.1
-0.4 0.0 -0.1
-0.2 0.1 0.1
0.0 -0.2 0.1
0.1 -0.1 0.1
0.0 0.0 0.0
0.2 0.0 0.0
0.0 -0.3 0.0
-0.1 0.1 0.1
0.3 0.0 -0.1
0.0 0.0 0.0
0.9 -0.8 1.3
0.0 0.0 0.1
0.0 0.1 0.0
0.0 0.0 -0.1
0.8 -0.2 -0.3
0.0 0.1 0.0
0.1 0.0 0.0
-0.1 0.1 0.0
0.1 0.0 -0.3
0.1 0.0 0.0
-0.1 0.0 0.0
0.2 0.3 0.1
0.1 0.0 0.0

Charges computed using Löwdin, reported in e: number 1, H, carries 0.041; number 2, C, carries -0.114; number 3, C, carries -0.057; number 4, C, carries -0.261; number 5, H, carries 0.105; number 6, N, carries 0.115; number 7, H, carries 0.081; number 8, H, carries 0.033; number 9, N, carries 0.155; number 10, N, carries 0.136; number 11, P, carries 0.631; number 12, C, carries -0.090; number 13, C, carries -0.082; number 14, H, carries 0.068; number 15, H, carries 0.087; number 16, C, carries -0.284; number 17, H, carries 0.016; number 18, C, carries -0.272; number 19, C, carries -0.087; number 20, H, carries 0.013; number 21, H, carries 0.079; number 22, C, carries -0.311; number 23, H, carries 0.076; number 24, H, carries 0.080; number 25, H, carries 0.092; number 26, C, carries -0.283; number 27, C, carries -0.310; number 28, H, carries 0.080; number 29, In, carries 0.247; number 30, C, carries -0.265; number 31, H, carries 0.018; number 32, H, carries 0.086; number 33, N, carries 0.124; number 34, H, carries 0.088; number 35, H, carries 0.080; number 36, C, carries -0.108; number 37, H, carries 0.080; number 38, C, carries -0.097; number 39, I, carries 0.129; number 40, H, carries 0.086; number 41, H, carries 0.101; number 42, C, carries -0.111; number 43, H, carries 0.019; number 44, C, carries -0.068; number 45, H, carries 0.085; number 46, H, carries -0.050; number 47, H, carries -0.010; number 48, C, carries -0.087; number 49, H, carries 0.020; number 50, O, carries -0.463; number 51, C, carries -0.290; number 52, H, carries 0.034; number 53, H, carries 0.079; number 54, C, carries -0.270; number 55, H, carries 0.051; number 56, C, carries -0.415; number 57, H, carries 0.082; number 58, H, carries 0.065; number 59, H, carries 0.088; number 60, C, carries -0.061; number 61, C, carries -0.294; number 62, N, carries 0.148; number 63, H, carries 0.081; number 64, H, carries 0.062

---

Record 2
Density functional theory data (the ωB97M-V functional and the def2-TZVPD basis) for a cluster of 2 separate species, C4H10N2 in total at a distorted geometry.

## Properties
* charge: +2
* frontier orbital gap: 8.465 eV
* energy above the lowest of the compared OMol25 structures with the same formula, charge and spin: 4.377 eV
* E: -7266.4441 eV
* F_max: 0.06602 hartree/bohr
* HOMO energy: -19.3 eV
* LUMO: -10.825 eV

CARTESIAN COORDINATES (ANGSTROEM)
H 2.27704 0.46312 1.76890
N -2.92077 -2.36247 -1.12413
H 3.24422 -0.01135 0.33063
N 1.30830 1.00333 0.28469
C 0.76364 2.24242 0.28183
C -1.01764 -1.33176 0.23771
C 2.65154 0.83260 0.68683
H -0.44316 2.32877 0.41826
H 1.02753 2.49489 -0.79199
H -0.12869 -0.93935 0.69683
H 1.30057 3.11106 0.74613
H -2.72278 -3.41014 -1.16044
H -2.85550 -1.95066 -2.06023
H -3.84488 -2.36088 -0.74728
H 3.22239 1.76247 0.80143
C -1.86182 -1.87205 -0.36916

Cartesian forces, eV/Å:
0.5 0.5 -1.2
1.8 -2.8 -0.7
-0.6 -0.2 -0.3
1.5 -0.9 0.4
-2.5 1.9 0.7
2.1 0.7 1.0
-1.2 0.8 1.1
3.0 -0.5 -0.6
-0.3 -0.3 -0.2
-0.5 -0.1 0.0
-0.1 -0.8 0.1
-0.3 1.0 -0.7
-0.5 -0.2 -0.2
-1.2 0.9 0.7
-0.1 -0.2 0.2
-1.6 0.2 -0.1

Charges computed using Löwdin, reported in e: number 1, H, carries 0.236; number 2, N, carries 0.244; number 3, H, carries 0.128; number 4, N, carries 0.071; number 5, C, carries -0.072; number 6, C, carries 0.192; number 7, C, carries 0.001; number 8, H, carries 0.188; number 9, H, carries 0.204; number 10, H, carries 0.041; number 11, H, carries 0.143; number 12, H, carries 0.233; number 13, H, carries 0.203; number 14, H, carries 0.184; number 15, H, carries 0.123; number 16, C, carries -0.121

---

Record 3
Density functional theory data (the ωB97M-V functional and the def2-TZVPD basis) for a cluster of 2 separate species, C4H11NO2 in total at a distorted geometry.

## Properties
* charge: 0
* frontier orbital gap: 10.398 eV
* energy above the lowest of the compared OMol25 structures with the same formula, charge and spin: 2.429 eV
* E: -9909.8125 eV
* F_max: 0.06259 hartree/bohr
* SMILES: CNCCC=O.O
* HOMO energy: -9.6 eV
* LUMO: 0.768 eV

CARTESIAN COORDINATES (ANGSTROEM)
H 0.88690 -0.82138 -1.21143
H -0.74284 -0.43225 -0.61158
C 0.57906 1.29939 -0.70234
N 0.71265 -0.49072 1.03122
H -1.28271 0.01217 2.20936
O -0.07297 0.65651 -2.92760
H 1.53327 -2.31596 0.41022
H 1.61911 -0.10755 1.23941
H -1.87061 0.29158 3.53018
C -0.12394 1.48751 -2.03861
O -1.99093 -0.34321 2.81699
H 1.61755 1.51632 -0.63386
H 1.09346 -2.41034 2.13420
H 0.19322 2.05821 -0.02337
C 0.33691 -0.24339 -0.42755
H -0.29008 -2.38098 1.01290
H -0.74052 2.53279 -2.14028
C 0.79229 -2.04583 1.12692

Cartesian forces, eV/Å:
-0.1 0.3 0.9
0.7 -0.2 0.6
-1.5 -1.3 -0.6
-1.3 -2.5 -1.5
-0.7 -1.0 0.4
-0.4 1.4 1.0
0.1 -1.0 -0.7
0.4 0.1 -0.2
-0.4 -0.2 0.4
0.2 1.5 -1.2
1.3 1.0 -0.8
1.2 0.0 -0.8
-0.1 0.6 -0.6
-0.7 -0.6 0.5
0.4 1.8 1.6
1.7 0.1 -0.4
1.1 -2.2 -0.1
-1.6 2.1 1.7

Charges computed using Löwdin, reported in e: number 1, H, carries 0.119; number 2, H, carries 0.120; number 3, C, carries -0.152; number 4, N, carries -0.125; number 5, H, carries 0.022; number 6, O, carries 0.028; number 7, H, carries 0.049; number 8, H, carries 0.077; number 9, H, carries 0.023; number 10, C, carries -0.270; number 11, O, carries -0.097; number 12, H, carries 0.098; number 13, H, carries 0.074; number 14, H, carries 0.102; number 15, C, carries -0.222; number 16, H, carries 0.098; number 17, H, carries 0.153; number 18, C, carries -0.097

---

Record 4
Density functional theory data (the ωB97M-V functional and the def2-TZVPD basis) for a cluster of 2 separate species, C5H13NOS in total.

## Properties
* charge: 0
* frontier orbital gap: 9.268 eV
* energy above the lowest of the compared OMol25 structures with the same formula, charge and spin: 0.127 eV
* E: -19768.9748 eV
* F_max: 0.01448 hartree/bohr
* SMILES: CC(N)=O.CCSC
* HOMO energy: -8.5 eV
* LUMO: 0.800 eV

CARTESIAN COORDINATES (ANGSTROEM)
H 0.74821 -0.69504 -2.16666
H 1.05911 2.13091 2.09664
C -0.20523 -0.55547 -2.66779
H -3.00743 -0.88060 0.65155
H 1.79745 1.43369 -1.25055
O 2.55518 -0.13230 0.44925
C -1.98468 -0.79450 1.01198
H -1.88036 -1.35211 1.94099
H 0.50266 2.10574 -0.31803
H -0.81556 -2.36946 0.13364
C 1.13724 1.04937 2.00066
H -0.37154 0.46629 -3.00381
H -0.18410 -1.17021 -3.56719
H -0.02255 -0.81505 0.05233
C 1.74425 0.74811 0.64535
N 1.38748 1.62272 -0.34986
H -1.84597 0.27395 1.18034
C -0.98709 -1.30683 -0.02830
H 0.17807 0.56127 2.13441
H 1.84369 0.70555 2.75254
S -1.64884 -1.02604 -1.69750

Cartesian forces, eV/Å:
-0.1 0.1 0.3
-0.3 0.0 0.1
-0.2 -0.1 -0.7
-0.1 -0.3 0.0
-0.2 0.0 -0.1
0.0 -0.1 0.1
0.1 0.2 -0.3
0.0 0.1 0.1
0.2 0.0 0.0
0.0 -0.1 -0.2
0.6 0.2 -0.2
0.4 0.1 0.1
0.0 -0.1 0.0
0.0 0.0 0.0
0.1 0.3 0.0
0.0 -0.2 0.0
0.1 0.0 0.2
-0.2 -0.1 0.1
-0.1 0.0 0.0
-0.1 -0.2 0.0
0.0 -0.1 0.3

Charges computed using Löwdin, reported in e: number 1, H, carries 0.030; number 2, H, carries 0.080; number 3, C, carries -0.431; number 4, H, carries 0.053; number 5, H, carries 0.100; number 6, O, carries 0.042; number 7, C, carries -0.184; number 8, H, carries 0.073; number 9, H, carries 0.105; number 10, H, carries 0.070; number 11, C, carries 0.002; number 12, H, carries 0.018; number 13, H, carries 0.022; number 14, H, carries 0.030; number 15, C, carries -0.620; number 16, N, carries 0.151; number 17, H, carries 0.057; number 18, C, carries -0.548; number 19, H, carries 0.058; number 20, H, carries 0.087; number 21, S, carries 0.804